{
  "formula": "C22H76N10O16",
  "method": "ωB97M-V with the def2-TZVPD basis set",
  "de_lowest_kj_mol": 334.1,
  "e_tot_ev": -71700.503,
  "molar_mass_g_mol": 736.90,
  "homo_lumo_gap_ev": 7.62,
  "lumo_ev": -0.327,
  "elements": ["C", "C", "O", "H", "H", "H", "H", "H", "H", "C", "C", "O", "H", "H", "H", "H", "H", "H", "C", "C", "O", "H", "H", "H", "H", "H", "H", "C", "C", "O", "H", "H", "H", "H", "H", "H", "C", "C", "O", "H", "H", "H", "H", "H", "H", "C", "C", "O", "H", "H", "H", "H", "H", "H", "C", "O", "N", "N", "H", "H", "H", "H", "C", "O", "N", "N", "H", "H", "H", "H", "C", "O", "N", "N", "H", "H", "H", "H", "C", "O", "N", "N", "H", "H", "H", "H", "C", "O", "N", "N", "H", "H", "H", "H", "C", "O", "H", "H", "H", "H", "C", "O", "H", "H", "H", "H", "C", "O", "H", "H", "H", "H", "C", "O", "H", "H", "H", "H", "C", "O", "H", "H", "H", "H"],
  "positions_angstrom": [[-1.110, -2.211, 3.293], [-0.006, -3.267, 3.327], [0.813, -3.291, 2.114], [-1.721, -2.470, 2.523], [-0.681, -1.274, 3.036], [-1.673, -2.228, 4.195], [-0.491, -4.244, 3.482], [0.600, -3.102, 4.266], [1.595, -3.837, 2.241], [2.967, -1.007, -1.797], [4.267, -1.774, -1.943], [5.112, -1.175, -2.903], [2.547, -1.380, -0.850], [2.206, -1.272, -2.525], [3.122, 0.077, -1.753], [4.045, -2.833, -2.267], [4.837, -1.849, -1.054], [5.976, -1.433, -2.761], [-1.003, 3.610, -0.721], [-1.477, 4.840, -1.495], [-0.698, 6.002, -1.289], [-1.660, 2.679, -0.723], [-0.884, 3.951, 0.337], [0.019, 3.269, -1.012], [-2.548, 5.060, -1.353], [-1.378, 4.601, -2.487], [-1.232, 6.827, -1.516], [-0.924, -3.018, -3.130], [0.304, -3.814, -3.685], [-0.093, -4.032, -5.023], [-1.190, -2.202, -3.761], [-0.587, -2.647, -2.180], [-1.780, -3.599, -2.933], [0.481, -4.752, -3.118], [1.233, -3.124, -3.661], [0.336, -4.828, -5.371], [-0.185, -0.604, -0.457], [0.712, 0.046, 0.612], [-0.053, 0.690, 1.606], [-0.794, -1.359, -0.023], [0.408, -0.870, -1.304], [-0.910, 0.220, -0.832], [1.443, 0.747, 0.134], [1.244, -0.788, 1.104], [0.611, 0.773, 2.296], [-4.038, 2.261, -3.224], [-4.605, 2.291, -1.801], [-3.838, 1.391, -0.970], [-3.132, 2.814, -3.346], [-4.683, 2.782, -3.989], [-4.059, 1.284, -3.548], [-5.736, 2.079, -1.895], [-4.605, 3.288, -1.409], [-3.684, 0.529, -1.423], [-1.498, -5.077, -0.223], [-0.404, -5.966, -0.306], [-2.693, -5.287, -0.646], [-1.470, -3.979, 0.534], [-2.858, -5.886, -1.487], [-3.253, -4.427, -0.859], [-0.622, -3.690, 1.037], [-2.148, -3.229, 0.596], [3.852, 2.857, -1.999], [4.188, 2.468, -3.339], [4.712, 3.389, -1.222], [2.706, 2.683, -1.464], [5.655, 3.447, -1.713], [4.643, 3.413, -0.194], [1.915, 2.319, -2.038], [2.641, 2.679, -0.398], [-3.641, -2.022, -0.846], [-3.203, -1.148, -1.845], [-4.276, -3.119, -1.095], [-3.444, -1.901, 0.404], [-4.536, -3.373, -2.108], [-4.870, -3.700, -0.401], [-4.038, -2.392, 1.137], [-3.064, -1.019, 0.793], [2.464, 4.206, 1.992], [2.339, 2.953, 1.294], [2.238, 5.346, 1.386], [2.836, 4.248, 3.272], [2.245, 5.127, 0.402], [2.469, 6.234, 1.747], [3.316, 3.438, 3.615], [3.059, 5.102, 3.905], [-3.279, 0.809, 2.557], [-2.590, 0.838, 3.780], [-2.691, 0.508, 1.465], [-4.547, 0.987, 2.448], [-1.624, 0.539, 1.523], [-3.032, 1.022, 0.630], [-5.105, 1.069, 3.297], [-5.004, 0.801, 1.552], [2.437, -4.206, -0.592], [2.016, -5.267, 0.186], [3.277, -3.749, -0.065], [1.598, -3.494, -0.832], [2.711, -4.537, -1.624], [1.083, -5.358, -0.103], [3.829, -1.170, 1.767], [4.870, -2.053, 1.563], [3.467, -0.601, 0.910], [3.867, -0.417, 2.552], [2.949, -1.830, 1.949], [5.295, -2.193, 2.396], [0.802, 0.863, 4.521], [1.793, 0.584, 3.538], [-0.105, 0.254, 4.413], [0.628, 1.897, 4.581], [1.220, 0.621, 5.510], [2.628, 0.970, 3.708], [-0.751, 1.605, -3.432], [0.583, 1.486, -2.842], [-1.033, 0.561, -3.551], [-0.830, 2.120, -4.387], [-1.446, 1.976, -2.724], [1.139, 0.978, -3.449], [-0.774, 3.619, 3.219], [0.114, 4.497, 3.880], [-1.537, 3.207, 3.883], [-0.293, 2.962, 2.498], [-1.416, 4.246, 2.607], [1.071, 4.341, 3.705]]
}

***

{
  "formula": "C13H20Cl8F7N4O2S",
  "method": "ωB97M-V with the def2-TZVPD basis set",
  "e_tot_ev": -153890.380,
  "molar_mass_g_mol": 713.01,
  "total_charge": 1,
  "homo_lumo_gap_ev": 7.99,
  "lumo_ev": -4.195,
  "elements": ["N", "C", "N", "C", "S", "O", "O", "C", "F", "F", "C", "F", "F", "C", "F", "F", "F", "N", "N", "H", "H", "H", "H", "Cl", "C", "C", "Cl", "H", "H", "H", "H", "Cl", "C", "C", "Cl", "H", "H", "H", "H", "Cl", "C", "C", "Cl", "H", "H", "H", "H", "Cl", "C", "C", "Cl", "H", "H", "H", "H"],
  "positions_angstrom": [[1.235, -0.864, 3.665], [0.302, -1.504, 2.938], [0.601, -2.177, 1.795], [-0.565, -2.635, 1.390], [-0.647, -3.573, -0.142], [0.207, -4.703, -0.007], [-1.994, -3.879, -0.510], [0.085, -2.446, -1.429], [1.358, -2.224, -1.110], [0.070, -3.148, -2.558], [-0.732, -1.150, -1.661], [-1.776, -1.475, -2.425], [-1.226, -0.655, -0.505], [0.056, -0.007, -2.353], [-0.789, 1.025, -2.447], [1.081, 0.393, -1.601], [0.480, -0.333, -3.560], [-1.569, -2.300, 2.183], [-1.018, -1.581, 3.175], [1.227, 0.138, 3.786], [1.989, -1.409, 4.039], [-2.546, -2.530, 2.053], [-1.533, -1.159, 3.937], [-1.743, -4.584, 3.636], [-1.967, -6.358, 3.790], [-3.372, -6.775, 3.448], [-4.549, -6.200, 4.653], [-1.699, -6.639, 4.805], [-1.261, -6.824, 3.106], [-3.432, -7.861, 3.429], [-3.675, -6.397, 2.474], [1.581, 6.140, -1.877], [2.339, 4.726, -2.653], [2.493, 3.570, -1.700], [3.697, 3.886, -0.420], [3.297, 5.040, -3.061], [1.687, 4.422, -3.477], [2.835, 2.691, -2.245], [1.549, 3.331, -1.216], [2.674, 2.048, 4.518], [1.761, 3.436, 3.865], [0.465, 3.639, 4.601], [-0.687, 2.304, 4.283], [1.593, 3.260, 2.805], [2.396, 4.313, 3.969], [-0.011, 4.558, 4.266], [0.617, 3.701, 5.675], [-0.962, 5.504, -6.702], [-0.221, 4.090, -7.490], [-0.047, 2.940, -6.533], [1.187, 3.289, -5.287], [0.730, 4.401, -7.916], [-0.882, 3.792, -8.301], [0.288, 2.056, -7.073], [-0.976, 2.699, -6.023]]
}

***

{
  "formula": "C21H25N5O4",
  "method": "ωB97M-V with the def2-TZVPD basis set",
  "de_lowest_kj_mol": 412.9,
  "e_tot_ev": -37822.203,
  "molar_mass_g_mol": 411.46,
  "homo_lumo_gap_ev": 8.71,
  "lumo_ev": 0.729,
  "smiles": "CCOc1ccccc1NC(=O)Cn1nnc(-c2ccc(OCC)c(OCC)c2)n1",
  "elements": ["C", "C", "O", "C", "C", "C", "C", "C", "C", "N", "C", "O", "C", "N", "N", "N", "C", "N", "C", "C", "C", "C", "C", "C", "H", "O", "C", "C", "H", "H", "H", "H", "H", "O", "C", "C", "H", "H", "H", "H", "H", "H", "H", "H", "H", "H", "H", "H", "H", "H", "H", "H", "H", "H", "H"],
  "positions_angstrom": [[3.773, 0.131, -2.378], [3.617, -0.996, -3.392], [2.293, -1.091, -3.881], [1.797, -0.116, -4.702], [2.548, 0.750, -5.481], [1.917, 1.658, -6.318], [0.538, 1.712, -6.384], [-0.229, 0.862, -5.603], [0.390, -0.045, -4.760], [-0.296, -0.919, -3.908], [-1.619, -1.029, -3.697], [-2.506, -0.460, -4.290], [-1.940, -2.049, -2.573], [-1.137, -1.837, -1.412], [0.166, -2.005, -1.389], [0.575, -1.683, -0.214], [-0.517, -1.314, 0.490], [-1.612, -1.407, -0.267], [-0.495, -0.889, 1.869], [0.699, -0.846, 2.571], [0.707, -0.440, 3.894], [-0.468, -0.073, 4.532], [-1.691, -0.115, 3.814], [-1.689, -0.521, 2.496], [-2.595, -0.572, 1.915], [-2.786, 0.246, 4.534], [-4.046, 0.324, 3.899], [-4.200, 1.578, 3.043], [-4.027, 2.461, 3.653], [-3.486, 1.581, 2.223], [-5.206, 1.622, 2.635], [-4.761, 0.351, 4.726], [-4.238, -0.579, 3.306], [-0.584, 0.318, 5.827], [0.572, 0.481, 6.622], [1.320, 1.776, 6.314], [2.164, 1.881, 6.991], [0.653, 2.624, 6.445], [1.684, 1.782, 5.290], [0.190, 0.510, 7.646], [1.237, -0.387, 6.527], [1.647, -0.419, 4.422], [1.615, -1.132, 2.078], [-2.987, -1.940, -2.290], [-1.759, -3.055, -2.963], [0.334, -1.458, -3.312], [-1.305, 0.901, -5.636], [0.052, 2.419, -7.038], [2.517, 2.324, -6.920], [3.626, 0.723, -5.448], [4.332, -0.887, -4.216], [3.788, -1.961, -2.909], [3.075, -0.019, -1.557], [3.567, 1.094, -2.840], [4.786, 0.136, -1.985]]
}

***

{
  "formula": "C16H20N5OPtS",
  "method": "ωB97M-V with the def2-TZVPD basis set",
  "de_lowest_kj_mol": 126.2,
  "e_tot_ev": -40491.295,
  "molar_mass_g_mol": 525.52,
  "total_charge": 1,
  "homo_lumo_gap_ev": 7.07,
  "lumo_ev": -3.377,
  "elements": ["Pt", "C", "C", "N", "C", "S", "N", "N", "C", "C", "C", "C", "C", "C", "C", "N", "H", "H", "H", "H", "H", "H", "H", "H", "H", "H", "H", "H", "H", "O", "C", "C", "C", "C", "C", "C", "N", "H", "H", "H", "H", "H", "H", "H"],
  "positions_angstrom": [[-0.029, 0.468, 0.005], [2.700, 2.887, 4.592], [3.468, 1.728, 3.972], [3.274, 1.605, 2.531], [2.148, 1.181, 1.951], [2.176, 1.064, 0.209], [1.125, 0.866, 2.708], [0.070, 0.382, 2.015], [-1.027, 0.075, 2.639], [-1.207, 0.266, 4.108], [-2.073, -0.532, 1.813], [-3.269, -1.009, 2.330], [-4.160, -1.646, 1.480], [-3.834, -1.799, 0.140], [-2.636, -1.276, -0.311], [-1.787, -0.656, 0.504], [2.973, 2.985, 5.643], [1.627, 2.720, 4.526], [2.939, 3.823, 4.086], [3.184, 0.785, 4.442], [4.537, 1.867, 4.126], [4.028, 1.861, 1.916], [-0.333, 0.751, 4.527], [-1.347, -0.694, 4.609], [-2.088, 0.880, 4.302], [-3.494, -0.893, 3.379], [-5.096, -2.027, 1.864], [-4.493, -2.312, -0.544], [-2.335, -1.348, -1.348], [-0.488, 0.111, -2.344], [-0.963, 1.251, -3.072], [-1.700, 2.206, -2.171], [-2.543, 3.170, -2.708], [-3.112, 4.100, -1.858], [-2.832, 4.029, -0.499], [-2.002, 3.022, -0.050], [-1.450, 2.127, -0.874], [0.253, -0.271, -2.827], [-1.625, 0.924, -3.876], [-0.122, 1.787, -3.522], [-2.740, 3.189, -3.772], [-3.764, 4.870, -2.246], [-3.248, 4.741, 0.199], [-1.761, 2.915, 1.002]]
}

***

{
  "formula": "C4H12",
  "method": "ωB97M-V with the def2-TZVPD basis set",
  "de_lowest_kj_mol": 72.6,
  "e_tot_ev": -4341.776,
  "molar_mass_g_mol": 60.14,
  "homo_lumo_gap_ev": 12.57,
  "lumo_ev": 1.140,
  "smiles": "CC.CC",
  "elements": ["C", "C", "H", "H", "H", "H", "H", "H", "C", "C", "H", "H", "H", "H", "H", "H"],
  "positions_angstrom": [[-1.275, -1.061, -0.099], [-2.549, -1.888, -0.313], [-0.654, -1.403, 0.669], [-0.690, -1.038, -1.015], [-1.431, 0.016, 0.143], [-2.556, -2.783, 0.368], [-2.633, -2.261, -1.341], [-3.419, -1.245, -0.153], [1.642, 1.192, -0.431], [2.242, 1.752, 0.817], [2.116, 1.352, -1.288], [1.652, 0.082, -0.449], [0.515, 1.505, -0.482], [3.274, 1.630, 0.920], [2.015, 2.785, 0.889], [1.751, 1.362, 1.766]]
}

***

{
  "formula": "C11H19ClSi",
  "method": "ωB97M-V with the def2-TZVPD basis set",
  "de_lowest_kj_mol": 0.0,
  "e_tot_ev": -32113.369,
  "molar_mass_g_mol": 214.81,
  "homo_lumo_gap_ev": [6.18, 7.27],
  "lumo_ev": [0.776, -2.138],
  "spin_multiplicity": 3,
  "elements": ["C", "C", "C", "C", "C", "C", "C", "C", "C", "C", "C", "Si", "Cl", "H", "H", "H", "H", "H", "H", "H", "H", "H", "H", "H", "H", "H", "H", "H", "H", "H", "H", "H"],
  "positions_angstrom": [[-3.868, 0.109, 1.129], [-2.598, 0.777, 1.249], [-3.767, -0.864, 0.211], [-1.696, 0.222, 0.408], [-2.381, -0.887, -0.337], [-0.180, 2.230, -2.362], [1.518, -1.739, -0.106], [2.716, 0.051, 1.131], [0.842, -1.173, 2.225], [0.733, 1.209, -1.709], [1.346, -0.597, 0.899], [0.096, 0.722, 0.235], [0.299, 2.434, 1.329], [-4.739, 0.370, 1.703], [-2.413, 1.598, 1.918], [-4.539, -1.539, -0.109], [-1.896, -1.850, -0.167], [-2.365, -0.710, -1.414], [-1.186, 1.831, -2.479], [-0.242, 3.131, -1.755], [0.194, 2.507, -3.349], [0.562, -2.184, -0.370], [1.988, -1.378, -1.017], [2.151, -2.519, 0.315], [2.643, 0.868, 1.845], [3.119, 0.447, 0.201], [3.420, -0.684, 1.520], [0.657, -0.381, 2.947], [-0.082, -1.727, 2.082], [1.583, -1.852, 2.649], [1.741, 1.606, -1.619], [0.777, 0.299, -2.306]]
}